No. 1
ORCA calculation (ωB97M-V/def2-TZVPD) on C6H10OS in the gas phase.

- LUMO energy (eV) = -0.38
- gap between HOMO and LUMO (Eh) = 0.2995
- F_max (eV/Å) = 3.9
- charge = 0
- SMILES string = CC/C=C/C(=S)OC
- spin multiplicity = 1
- energy above the lowest of the compared OMol25 structures with the same formula, charge and spin (kJ/mol) = 236.0

Atoms and positions in Å:
H 1.1177 -4.4257 0.2892
H -0.4653 -4.0463 0.8481
H 1.0334 3.5644 -1.3299
C 0.5478 -3.6468 0.6818
H -1.1104 3.2214 0.0407
H 1.3556 1.9619 -0.9545
O 0.5551 -2.4529 -0.0524
C 0.8386 2.7747 -0.6754
H 0.7835 -0.0345 -0.7114
C -0.2765 -1.4666 0.4073
H -1.8431 0.8550 0.5707
C -0.6589 2.4436 -0.5959
C -0.1290 -0.0990 -0.0564
S -1.6845 -1.8529 1.1967
C -0.9260 1.0191 -0.0204
H 1.0534 -3.3531 1.6162
H -1.3386 2.4733 -1.5240
H 1.1470 3.0645 0.2695

Atom charges from the Löwdin analysis, given in e for atoms 1 to 8:
1. H 0.067
2. H 0.051
3. H 0.061
4. C -0.134
5. H 0.101
6. H 0.015
7. O -0.138
8. C -0.086



No. 2
ORCA calculation (ωB97M-V/def2-TZVPD) on C6H10OS in the gas phase.

- LUMO energy (eV) = 0.72
- gap between HOMO and LUMO (Eh) = 0.3646
- F_max (eV/Å) = 4.9
- charge = 0
- SMILES string = C=CSC(=O)C(C)C
- spin multiplicity = 1
- energy above the lowest of the compared OMol25 structures with the same formula, charge and spin (kJ/mol) = 385.1

Atoms and positions in Å:
H -3.1047 0.3411 0.0701
C -2.3006 -0.0793 0.8387
S 1.4774 1.6222 -0.3353
H 0.1754 -0.9540 -1.8366
H -1.5206 -1.5658 -1.4043
H 2.8544 -0.7093 -1.3671
C 2.9688 -0.2355 0.8593
C -0.4124 1.4198 -0.1227
H -2.4964 0.6663 1.7116
C -0.8853 -0.0172 0.0975
H 3.6591 -1.0644 1.0068
O -1.1245 2.3144 0.0164
H 3.0755 0.3403 1.9749
H -1.2555 0.1854 -1.8575
C -0.8031 -0.6264 -1.2440
H -0.1213 -0.5086 0.8354
C 2.4034 0.0207 -0.3608
H -2.5897 -1.1496 1.1176

Atom charges from the Löwdin analysis, given in e for atoms 1 to 8:
1. H 0.106
2. C -0.074
3. S 0.860
4. H 0.110
5. H 0.119
6. H 0.167
7. C -0.158
8. C -0.687



No. 3
ORCA calculation (ωB97M-V/def2-TZVPD) on 2 unconnected molecules or ions with the total composition C6H10OS.

- LUMO energy (eV) = -0.06
- gap between HOMO and LUMO (Eh) = 0.2858
- F_max (eV/Å) = 8.2
- charge = 0
- spin multiplicity = 1
- energy above the lowest of the compared OMol25 structures with the same formula, charge and spin (kJ/mol) = 675.6

Atoms and positions in Å:
H 3.9359 0.5496 1.3107
C -1.7188 0.4704 -0.5381
H 3.9877 -0.3415 -0.5169
C -0.7968 -1.2112 0.9453
H 1.5492 1.0910 0.9846
C -0.5638 -0.1272 -0.0087
H -1.7891 0.7833 -1.6351
C -1.0262 1.3509 0.3855
H -0.9153 -2.2739 0.6399
C 1.9422 0.3573 0.2422
S 0.9671 -0.4420 -0.8013
H -1.6053 -0.6503 1.7876
C 3.3238 0.2276 0.2685
H -0.3201 2.1996 0.0164
O -2.8067 -0.1699 -0.0054
H -3.8693 0.1671 -0.7334
H -0.9858 1.5857 1.5848
H 0.0299 -1.0877 1.6572

Atom charges from the Löwdin analysis, given in e for atoms 1 to 8:
1. H 0.104
2. C -0.506
3. H 0.068
4. C -0.118
5. H 0.084
6. C -0.779
7. H 0.174
8. C -0.061



No. 4
ORCA calculation (ωB97M-V/def2-TZVPD) on C6H10OSi in the gas phase.

- LUMO energy (eV) = 1.02
- gap between HOMO and LUMO (Eh) = 0.3626
- F_max (eV/Å) = 3.5
- charge = 0
- SMILES string = C[SiH](C)c1ccco1
- spin multiplicity = 1
- energy above the lowest of the compared OMol25 structures with the same formula, charge and spin (kJ/mol) = 118.5

Atoms and positions in Å:
C -2.1207 -0.9718 0.0017
Si -0.4947 -0.1916 -0.6726
C -0.6627 1.7146 -1.1527
C 0.8993 0.1681 1.8442
C 0.9928 -0.1825 0.5373
H 0.1955 2.2185 -0.6559
H -0.0228 0.6175 2.1521
H -0.6035 2.0177 -2.2231
H 2.6340 -0.2137 3.3349
H -1.8833 -1.0680 1.0465
H 3.8438 -1.1874 1.3284
H -2.0139 -2.0090 -0.3110
H -1.6059 2.1332 -0.6921
H -3.0826 -0.5944 -0.1148
C 2.8689 -0.8219 1.3775
H -0.0457 -0.9848 -1.9219
O 2.1700 -0.7687 0.2578
C 2.1637 -0.3057 2.4075

Atom charges from the Löwdin analysis, given in e for atoms 1 to 8:
1. C -0.194
2. Si 0.702
3. C -0.228
4. C -0.057
5. C -0.382
6. H 0.013
7. H 0.098
8. H 0.018



No. 5
ORCA calculation (ωB97M-V/def2-TZVPD) on C6H10S in the gas phase.

- LUMO energy (alpha / beta) (eV) = -0.62 / -1.48
- gap between HOMO and LUMO (alpha / beta) (Eh) = 0.2763 / 0.2259
- F_max (eV/Å) = 4.4
- charge = 0
- spin multiplicity = 1
- energy above the lowest of the compared OMol25 structures with the same formula, charge and spin (kJ/mol) = 412.5

Atoms and positions in Å:
H -0.3714 -1.0995 1.9979
H -2.0178 0.1138 1.2411
H -1.0867 0.3121 -2.2551
C 0.4814 -0.7576 1.3862
H 0.5333 -0.4708 -2.7959
H 0.4787 1.1245 -2.1948
H 1.9763 -1.4929 -0.2587
C 0.1468 -0.2050 -0.7152
C 0.8377 -1.3920 -0.0019
C 0.0508 0.1694 -2.1113
H 1.4185 -0.6220 1.8181
C 0.0569 0.4914 0.6446
H -1.4190 1.7438 1.7659
H 0.4521 -2.3638 -0.1800
S 1.4144 1.8162 0.5966
H -1.6390 1.5788 0.0988
C -1.3129 1.0539 0.9636

Atom charges from the Löwdin analysis, given in e for atoms 1 to 8:
1. H 0.119
2. H 0.130
3. H 0.135
4. C -0.171
5. H 0.074
6. H 0.059
7. H 0.154
8. C -0.153



No. 6
ORCA calculation (ωB97M-V/def2-TZVPD) on C6H10S in the gas phase.

- LUMO energy (eV) = 0.91
- gap between HOMO and LUMO (Eh) = 0.3489
- F_max (eV/Å) = 6.0
- charge = 0
- SMILES string = C[C@@H]1C[C@@H]2S[C@@H]2C1
- spin multiplicity = 1
- energy above the lowest of the compared OMol25 structures with the same formula, charge and spin (kJ/mol) = 256.6

Atoms and positions in Å:
H 1.1826 2.1082 0.5798
H 0.7085 -1.8278 1.1501
H -1.5915 -0.7224 1.6972
H 0.1068 -1.5115 -0.6771
C -0.8970 -0.5240 0.8083
C 1.4160 -0.0787 0.3171
C 0.6179 1.2492 0.0245
H 3.0763 0.6515 -0.1172
H -1.2264 1.6114 1.2186
C 0.3518 -1.1336 0.2884
C -0.7324 0.9443 0.4331
H 1.8275 0.0422 1.2790
H 2.2338 -0.0632 -1.6502
H 3.0218 -1.2252 -0.5215
H 0.7109 1.4435 -1.0444
C 2.4701 -0.2201 -0.5611
S -1.8381 -0.1206 -0.6110

Atom charges from the Löwdin analysis, given in e for atoms 1 to 8:
1. H 0.155
2. H 0.155
3. H 0.133
4. H 0.079
5. C -0.593
6. C -0.486
7. C -0.179
8. H 0.122



No. 7
ORCA calculation (ωB97M-V/def2-TZVPD) on a molecular structure, C6H10S2.

- LUMO energy (eV) = -0.21
- gap between HOMO and LUMO (Eh) = 0.2973
- F_max (eV/Å) = 6.5
- charge = 0
- spin multiplicity = 1
- energy above the lowest of the compared OMol25 structures with the same formula, charge and spin (kJ/mol) = 345.4

Atoms and positions in Å:
H -2.2672 2.0250 -0.2504
H 3.0858 1.0523 -0.2022
S -3.0588 0.7905 -0.5630
H -0.3076 0.3063 -1.4907
S 0.0445 2.5344 0.0619
H -0.2044 -1.4163 1.0814
H -1.9635 0.3523 1.7427
H -0.9997 -1.8715 -0.6012
H 1.8281 -1.5831 -0.1280
C 0.2567 -0.1238 -0.5585
C -0.7638 -1.0190 0.2227
C 2.2442 0.5479 0.0530
C 0.9483 1.1281 -0.0451
H -2.8724 -1.1752 0.9420
H 2.1523 0.3158 1.1589
C -2.0518 -0.4042 0.7582
C 1.6389 -0.6325 -0.6621
H 2.2904 -0.8269 -1.5194

Atom charges from the Löwdin analysis, given in e for atoms 1 to 8:
1. H -0.180
2. H 0.092
3. S 0.477
4. H 0.154
5. S 0.684
6. H 0.106
7. H 0.123
8. H 0.167



No. 8
ORCA calculation (ωB97M-V/def2-TZVPD) on a molecular structure, C6H11B4F16N2Zn.

- LUMO energy (eV) = -1.74
- gap between HOMO and LUMO (Eh) = 0.2315
- F_max (eV/Å) = 5.8
- charge = -1
- spin multiplicity = 1
- energy above the lowest of the compared OMol25 structures with the same formula, charge and spin (kJ/mol) = 123.7

Atoms and positions in Å:
F -6.7097 12.8108 -2.3381
H -8.7614 19.8723 -9.5255
H -8.9017 17.9889 -9.3124
H -13.2789 21.8284 -8.3942
F -1.5679 9.6098 -0.3628
H -14.4432 21.7357 -7.2886
H -9.1053 17.8497 -6.4412
C -10.5472 20.3276 -7.8062
C -13.4766 21.2694 -7.4795
C -9.8581 18.5966 -6.6456
C -8.6522 18.9739 -8.9180
H -10.6796 21.1147 -8.5337
F -7.9348 9.7573 0.8361
B -8.0923 8.3608 0.9993
F -6.6479 7.7003 -4.4913
F -8.9477 7.6111 -4.8992
F -7.6664 9.1143 -6.0040
F -7.4242 7.9192 2.0939
B -7.7821 8.3990 -4.8689
F -7.8407 9.3780 -3.8870
B -5.7051 13.1677 -3.2110
H -7.7415 18.8798 -8.3264
B -2.7398 9.0106 0.0412
F -7.5731 7.7218 -0.1746
H -11.0223 19.1218 -4.8585
C -10.8448 19.1426 -5.9236
F -4.9188 12.0196 -3.3397
F -9.4641 8.1705 1.2498
H -13.8131 20.3021 -7.8525
F -3.7124 9.9367 0.2927
F -2.6603 8.1834 1.1622
N -11.3210 20.2760 -6.6419
Zn -5.9572 9.8832 -1.5327
C -12.4192 21.1486 -6.3721
F -6.3014 13.4144 -4.4494
H -11.9384 22.1267 -6.3877
F -3.3278 8.3622 -1.0289
H -12.7885 20.9323 -5.3696
F -4.9847 14.1736 -2.6264
N -9.6385 19.2351 -7.8230

Atom charges from the Löwdin analysis, given in e for atoms 1 to 8:
1. F 0.106
2. H 0.102
3. H 0.111
4. H 0.074
5. F 0.138
6. H 0.082
7. H 0.155
8. C 0.061



- What is the spin multiplicity in the eighth record?
  1